{
  "formula": "C4H10ClFSi",
  "method": "ωB97M-V with the def2-TZVPD basis set",
  "species": ["C", "C", "C", "C", "F", "Si", "Cl", "H", "H", "H", "H", "H", "H", "H", "H", "H", "H"],
  "coordinates": [[1.12259, 2.18006, -1.43609], [-0.73658, -2.89890, 1.10299], [0.50031, 2.23646, -0.02007], [0.34935, -2.68359, 0.06314], [-1.94230, 1.27848, -1.23396], [-0.91173, 0.88289, 0.03186], [-2.01083, 1.13948, 1.78259], [1.47329, 1.24153, -1.66831], [0.60908, 2.57610, -2.22401], [2.00770, 2.83167, -1.27833], [-0.68468, -3.88753, 1.71781], [-0.67392, -2.25767, 1.92066], [-1.78599, -2.72836, 0.84455], [0.18466, 3.20780, 0.12751], [1.36482, 2.05023, 0.71939], [0.13465, -3.28957, -0.79312], [0.99958, -1.87908, 0.34338]],
  "lumo_ev": [0.2174, -1.4545],
  "relative_energy_ev": 2.718,
  "homo_lumo_gap_ev": [8.740, 6.977],
  "e_homo_ev": [-8.5, -8.4],
  "energy_ev": -27426.58711,
  "charge": 0
}